Entry 1:
{
  "formula": "C4H9NO",
  "method": "ωB97M-V with the def2-TZVPD basis set",
  "symbols": ["C", "N", "C", "C", "C", "O", "H", "H", "H", "H", "H", "H", "H", "H", "H"],
  "xyz": [[-1.25, -0.53, 0.41], [-0.16, 0.19, -0.23], [-0.69, 1.52, -0.58], [1.23, -0.60, -0.62], [1.62, -0.85, 0.80], [1.64, 0.07, 1.56], [-2.04, -0.80, -0.31], [-1.76, 0.06, 1.20], [-0.88, -1.44, 0.90], [-1.19, 2.01, 0.29], [0.07, 2.23, -0.91], [-1.49, 1.47, -1.34], [1.87, 0.13, -1.12], [1.37, -1.56, -1.22], [1.67, -1.91, 1.15]],
  "e_lumo_ev": 0.691,
  "total_charge": 0,
  "smiles": "CN(C)CC=O",
  "multiplicity": 1
}

=====

Entry 2:
{
  "formula": "C17H40AsFNO",
  "method": "ωB97M-V with the def2-TZVPD basis set",
  "symbols": ["C", "C", "C", "C", "C", "C", "C", "C", "C", "C", "C", "C", "As", "C", "C", "C", "F", "H", "H", "H", "H", "H", "H", "H", "H", "H", "H", "H", "H", "H", "H", "H", "H", "H", "H", "H", "H", "H", "H", "H", "H", "H", "H", "H", "H", "H", "H", "H", "H", "H", "H", "H", "O", "C", "N", "C", "H", "H", "H", "H", "H"],
  "xyz": [[-2.65, 1.83, 1.59], [-3.94, 2.66, 1.01], [-4.94, 1.79, 0.05], [-4.29, 1.37, -1.40], [-4.07, -0.28, -1.54], [-2.82, -0.48, -2.57], [-1.94, -1.85, -2.35], [-1.60, -2.22, -0.78], [-0.79, -0.93, -0.13], [-0.39, -1.16, 1.46], [0.59, 0.07, 2.03], [1.97, 0.15, 1.14], [1.95, 1.71, -0.21], [3.88, 1.38, -0.68], [4.55, 2.48, -1.69], [3.73, 2.72, -3.09], [2.79, 1.64, -3.46], [-1.74, 2.04, 0.86], [-2.82, 0.68, 1.60], [-2.35, 2.16, 2.70], [-3.55, 3.61, 0.45], [-4.56, 3.01, 1.97], [-5.87, 2.48, -0.19], [-5.27, 0.82, 0.64], [-4.97, 1.76, -2.28], [-3.25, 1.95, -1.53], [-5.04, -0.78, -2.00], [-3.89, -0.66, -0.45], [-2.10, 0.46, -2.63], [-3.29, -0.57, -3.66], [-2.40, -2.78, -2.94], [-0.89, -1.65, -2.87], [-0.86, -3.13, -0.74], [-2.58, -2.45, -0.16], [0.20, -0.82, -0.79], [-1.40, 0.09, -0.22], [-1.36, -1.22, 2.13], [0.23, -2.17, 1.57], [0.89, -0.25, 3.13], [0.01, 1.10, 2.11], [2.06, -0.89, 0.56], [2.92, 0.29, 1.83], [2.32, 2.63, 1.02], [1.84, 3.00, -1.05], [1.56, 0.78, -1.39], [0.41, 1.84, 0.10], [4.50, 1.41, 0.34], [4.01, 0.28, -1.09], [4.80, 3.51, -1.15], [5.61, 2.04, -2.01], [3.12, 3.74, -2.96], [4.45, 2.91, -4.02], [2.24, -2.86, 1.47], [2.83, -3.55, 2.30], [3.70, -2.98, 3.18], [2.64, -5.03, 2.42], [4.20, -3.50, 3.88], [3.84, -1.98, 3.12], [2.92, -5.51, 1.48], [1.59, -5.24, 2.64], [3.25, -5.45, 3.23]],
  "e_lumo_ev": 2.651,
  "total_charge": -1,
  "multiplicity": 1
}

=====

Entry 3:
{
  "formula": "C15H14BBrO3",
  "method": "ωB97M-V with the def2-TZVPD basis set",
  "symbols": ["Br", "O", "O", "O", "B", "C", "C", "C", "C", "C", "C", "C", "C", "C", "C", "C", "C", "C", "C", "C", "H", "H", "H", "H", "H", "H", "H", "H", "H", "H", "H", "H", "H", "H"],
  "xyz": [[-2.98, -4.61, -5.19], [1.79, 1.55, 0.24], [-1.23, 0.37, -2.15], [0.39, -0.21, 1.12], [1.26, 0.81, 1.38], [2.26, 2.12, 5.30], [0.92, 1.96, 5.02], [3.29, 1.71, 4.48], [-2.79, -1.74, -4.76], [-1.89, -3.18, -3.21], [-2.33, -0.63, -4.06], [-1.59, -2.10, -2.38], [0.65, 1.55, 3.67], [2.95, 1.29, 3.20], [-2.53, -3.00, -4.37], [-1.68, -0.79, -2.86], [1.62, 1.18, 2.81], [1.30, 0.84, -0.89], [-1.11, 0.16, -0.76], [0.34, -0.24, -0.34], [2.47, 2.63, 6.25], [0.15, 2.48, 5.56], [4.36, 1.87, 4.65], [-3.27, -1.57, -5.67], [-2.02, -4.22, -2.63], [-2.66, 0.36, -4.39], [-1.35, -2.36, -1.38], [-0.37, 1.51, 3.34], [3.72, 1.01, 2.49], [0.70, 1.46, -1.59], [2.14, 0.53, -1.49], [-1.32, 1.05, -0.25], [-1.84, -0.58, -0.44], [0.63, -1.21, -0.69]],
  "e_lumo_ev": 0.590,
  "total_charge": 0,
  "smiles": "Brc1ccc(OC[C@H]2COB(c3ccccc3)O2)cc1",
  "multiplicity": 1
}

=====

Entry 4:
{
  "formula": "CH3NO",
  "method": "ωB97M-V with the def2-TZVPD basis set",
  "symbols": ["C", "N", "O", "H", "H", "H"],
  "xyz": [[-0.18, 0.19, -0.31], [-0.77, -0.74, 0.63], [0.94, 0.68, -0.38], [-0.76, 0.20, -1.27], [-0.49, -0.48, 1.57], [0.24, -1.10, 0.06]],
  "e_lumo_ev": 0.848,
  "total_charge": 0,
  "multiplicity": 1
}